Computed, not measured: a cluster of 2 separate species, Br2H3N2P in total, with the ωB97M-V functional and the def2-TZVPD basis.

Structure (XYZ):
```
8
Properties=species:S:1:pos:R:3:forces:R:3:mulliken_charge:R:1
N -0.5188 1.1730 0.8481 1.56 -1.45 0.50 -0.292
N -0.8089 0.7827 -0.4090 0.21 -0.38 -0.15 -0.424
P -0.3606 -1.7467 -0.7436 0.43 1.18 0.47 0.188
Br 1.0109 -1.5449 1.0049 -0.21 -0.40 0.37 -0.161
Br 1.2423 -1.4769 -2.2361 -0.02 0.00 -0.61 -0.137
H -1.1325 0.5154 1.4032 1.44 1.55 0.28 0.301
H 0.5883 1.2230 1.1101 -3.51 -0.55 -0.38 0.265
H -0.0208 1.0745 -0.9777 0.10 0.04 -0.47 0.261
```
Positions in Å, forces in eV/Å.

Calculated values
Total charge: 0
Orbital gap (alpha / beta) in eV: 7.82 / 7.56
Highest occupied orbital energy (alpha / beta) in eV: -7.928 / -8.309
ΔE to the lowest compared entry with this formula, charge and spin in kcal per mole: 47.1
Spin multiplicity: 1
LUMO (alpha / beta) in eV: -0.108 / -0.749
E in a.u.: -5600.6234

---

Computed, not measured: a cluster of 13 separate species, C13H52N8O13 in total, with the ωB97M-V functional and the def2-TZVPD basis.

Structure (XYZ):
```
86
Properties=species:S:1:pos:R:3:forces:R:3:mulliken_charge:R:1
C 2.2720 4.3103 0.6102 2.19 0.80 -6.50 0.575
O 2.0926 3.9083 -0.6678 0.77 1.51 5.30 -0.755
N 1.6842 3.8396 1.6433 -3.33 -2.99 1.26 -0.219
N 3.1531 5.2988 0.9222 1.03 0.86 0.14 -0.450
H 1.0022 3.1479 1.3119 -0.04 -0.49 0.75 0.119
H 1.8390 3.9172 2.6403 0.26 0.41 -0.63 0.261
H 3.7318 5.7940 0.2231 -0.80 -0.80 0.94 0.250
H 3.2597 5.4397 1.9383 0.33 0.43 -1.34 0.145
C -1.6892 -1.7756 -2.0558 3.88 -4.87 3.23 0.224
O -0.4818 -2.2627 -1.6746 -4.47 2.83 -2.08 -0.496
N -2.7649 -2.0239 -1.3133 -1.67 0.74 -0.74 -0.112
N -2.0369 -1.4308 -3.2781 1.22 1.49 -4.15 -0.256
H -2.7384 -2.3645 -0.3869 0.14 -0.31 0.97 0.074
H -3.7025 -1.9287 -1.7522 1.31 -0.09 0.75 0.248
H -1.3375 -1.5427 -4.0335 -0.67 0.41 1.08 0.307
H -2.8014 -0.7927 -3.5009 0.44 -0.56 0.46 0.148
C -4.3836 0.7204 -0.6562 5.86 -0.53 2.92 0.125
O -3.1028 0.6282 -0.1360 -6.91 0.66 -2.88 -0.528
N -5.4931 0.5575 0.0292 -3.00 1.05 2.83 -0.458
N -4.6547 0.8737 -1.9268 1.66 1.31 -4.74 -0.391
H -5.2910 0.5396 1.0458 -0.85 0.23 -0.98 0.319
H -6.4127 1.0348 -0.3321 2.64 -1.38 1.32 0.242
H -3.7803 1.1046 -2.4454 -1.32 -0.04 0.25 0.296
H -5.5637 1.1888 -2.3602 1.68 -0.61 1.15 0.207
C 0.2545 0.3481 0.4181 -0.64 6.27 0.95 -0.121
O 0.1710 1.7398 0.5174 0.31 -6.46 -0.92 -0.389
N 1.3243 -0.3123 0.1152 2.71 -0.86 -1.42 1.555
N -0.7033 -0.4597 0.7717 -5.20 -0.74 1.03 1.366
H 2.0874 0.2558 -0.2610 0.20 -0.50 0.06 0.042
H 1.1633 -1.2978 -0.1484 0.50 0.96 0.05 -1.003
H -1.6349 -0.0284 0.6924 0.41 -0.12 0.03 0.489
H -0.7382 -1.5142 0.8602 1.15 1.58 -0.67 -0.501
C 2.2169 -1.3214 -3.2278 -0.47 1.92 -2.18 -0.491
O 2.2283 -2.6799 -3.6448 2.52 0.37 1.48 -0.601
H 1.5828 -0.7601 -3.9664 0.61 -0.21 0.44 0.444
H 3.1888 -0.7576 -3.2284 -0.45 -1.29 -0.12 0.297
H 1.7151 -1.1168 -2.3175 -0.36 -0.40 1.19 0.140
H 1.4132 -2.8467 -4.0518 -1.75 -0.44 -0.69 0.295
C 4.7353 0.9675 -0.6884 2.14 -0.51 0.53 -0.793
O 3.3758 1.2331 -0.6354 0.44 -0.67 0.02 -0.503
H 4.8378 -0.0751 -0.9680 0.27 -0.29 0.01 0.215
H 5.2671 1.1037 0.2998 -0.68 -0.06 -0.75 0.239
H 5.3357 1.5505 -1.4287 -0.82 -0.16 0.34 0.338
H 3.2742 2.1167 -0.9164 -1.15 2.20 -0.26 0.184
C 0.2572 -3.9699 2.0757 -0.96 0.09 1.71 -0.824
O 0.0480 -2.9929 1.0925 -1.30 0.90 2.75 -0.298
H 1.1536 -4.5965 1.9273 -0.22 0.61 0.15 0.311
H -0.6239 -4.6117 2.0442 0.08 -0.53 0.15 0.328
H 0.1980 -3.4542 3.0941 0.68 -0.75 -1.32 0.149
H 0.5004 -3.2230 0.3433 1.79 -1.00 -3.47 -0.086
C 2.9763 0.0424 3.1248 -0.92 -1.34 0.98 -0.462
O 1.6317 -0.4948 3.0173 1.33 0.41 0.19 -0.518
H 2.9865 0.9726 3.6788 -0.06 0.45 -0.14 0.238
H 3.3552 0.1187 2.1345 0.68 0.52 -0.78 -0.041
H 3.6211 -0.6538 3.6845 -0.30 0.02 -0.16 0.280
H 1.4215 -0.2659 2.1035 -0.31 -0.31 0.29 0.392
C 3.5738 -3.0584 -0.4658 2.14 0.83 0.63 -0.446
O 2.3492 -3.6085 -0.7684 -1.01 -0.48 1.49 -0.482
H 3.8708 -2.3151 -1.2424 0.08 -0.61 0.32 0.100
H 4.3718 -3.8654 -0.3779 -0.75 1.10 0.03 0.326
H 3.5079 -2.4471 0.4630 0.13 -0.68 -0.26 0.127
H 2.2709 -3.4824 -1.6866 -0.82 -0.06 -2.21 0.362
C -1.4993 -0.9401 4.2303 -2.61 -0.15 -1.19 -0.626
O -1.1804 0.1447 3.4205 0.89 -0.81 -2.33 -0.520
H -1.3628 -0.7059 5.2243 1.06 0.62 2.29 0.410
H -1.0787 -1.9370 4.0487 0.23 0.33 -0.42 0.032
H -2.6161 -0.9750 4.2141 0.26 -0.90 -0.12 0.256
H -1.0478 -0.2082 2.4566 -0.03 1.20 2.40 0.375
C 0.4569 1.6941 -3.2149 0.95 -0.47 0.41 -0.443
O 0.1067 2.7265 -2.3773 -0.72 0.84 -1.26 -0.500
H -0.0372 0.7915 -2.9659 -1.29 -1.20 -0.01 -0.017
H 1.4713 1.3909 -3.0616 1.31 0.06 0.01 0.199
H 0.3798 1.9079 -4.2566 -0.48 0.51 -0.74 0.497
H 0.3795 2.4643 -1.5093 0.30 0.14 1.40 -0.007
C -4.1931 -1.7969 1.7214 -1.88 0.31 0.38 -0.322
O -3.5245 -2.9384 1.2487 -1.55 -0.28 -1.28 -0.627
H -4.6325 -1.9857 2.7106 0.58 0.12 0.25 0.362
H -5.1490 -1.6161 1.1468 1.52 -0.14 -0.08 0.311
H -3.4901 -0.9584 1.7268 -0.63 0.26 0.03 -0.086
H -2.7645 -2.9710 1.7728 2.07 -0.60 1.20 0.253
C -1.7374 3.7199 -0.3397 2.33 1.62 -0.09 -0.477
O -2.8111 4.7005 -0.4131 0.73 -1.53 0.99 -0.585
H -1.8226 2.6976 -0.6667 -1.01 -0.01 -1.27 0.047
H -1.4364 3.4527 0.6403 -0.58 0.61 1.73 0.303
H -0.7484 4.1707 -0.7066 -1.58 -0.58 -0.10 0.324
H -3.0273 4.7503 -1.3288 -0.24 0.22 -1.00 0.309
```
Positions in Å, forces in eV/Å.

Calculated values
Total charge: 0
Orbital gap in eV: 8.68
Highest occupied orbital energy in eV: -8.723
ΔE to the lowest compared entry with this formula, charge and spin in kcal per mole: 104.0
Spin multiplicity: 1
LUMO in eV: -0.047
E in a.u.: -1942.4881

---

Computed, not measured: an isolated molecule of C21H15BrF3N5OS, with the ωB97M-V functional and the def2-TZVPD basis.

Structure (XYZ):
```
47
Properties=species:S:1:pos:R:3:forces:R:3:mulliken_charge:R:1
F 7.3855 0.6208 3.8911 -0.98 0.94 0.69 -0.217
F 6.8511 1.2903 5.9020 -0.19 -0.15 -0.33 -0.237
F 6.7319 2.7089 4.2696 -0.38 -1.67 0.18 -0.224
S 1.8122 -2.5068 3.4428 0.05 0.07 0.40 -0.396
Br 2.1374 0.9374 -0.8044 0.26 -0.06 0.66 -0.270
N -1.7465 1.2324 -4.7762 -0.25 -0.50 0.84 -1.003
O 5.1508 0.9594 4.4945 2.86 0.70 0.61 -0.353
C 0.8266 -1.5139 2.5557 0.75 -0.98 -0.20 0.084
C -1.7560 0.6679 -3.5894 0.35 0.52 0.01 0.586
C -5.8099 -0.4303 -3.1722 0.51 0.78 -0.47 -0.780
C 4.3520 1.5010 0.9204 -0.63 -0.55 0.82 -0.820
C 5.1049 1.4912 2.1009 -0.57 -0.20 -0.02 -0.469
C -2.3542 0.1231 -0.0094 -0.12 1.01 -0.05 0.112
C -2.3196 -2.1338 -0.8239 -0.23 0.14 0.88 -0.278
C -4.9938 -0.7657 -2.0882 0.80 -0.19 -0.09 -0.351
C -5.2625 0.3000 -4.2243 -0.98 0.00 -0.39 -0.867
C -1.5910 -0.2171 1.0822 0.33 -2.14 0.01 -0.629
C -1.5743 -2.5364 0.3153 -0.92 0.81 -1.62 -0.994
C 3.2730 0.2812 3.2115 1.16 0.03 0.13 -0.286
C 3.1026 0.8699 0.8669 0.24 0.11 0.18 0.115
C 4.5547 0.8856 3.2575 -0.60 0.69 -1.73 0.257
C -3.0894 0.2636 -3.1894 1.02 -0.63 1.30 1.294
C -2.7912 -0.8030 -0.9538 1.07 -1.62 0.28 0.046
C -3.6379 -0.4394 -2.1040 -0.49 0.11 0.50 0.424
C -3.8977 0.6279 -4.2171 0.29 0.77 -2.42 -1.669
C -1.2350 -1.5859 1.2615 -0.53 1.04 -0.76 0.483
C 2.5479 0.2234 1.9966 1.10 0.31 0.39 0.551
N -0.6103 0.6591 -2.8380 0.77 -0.01 0.17 -0.158
N -3.0363 1.2150 -5.1689 -2.97 -0.09 -0.62 0.256
N -0.4831 -1.9850 2.3604 1.43 0.59 0.29 -0.197
N 1.3057 -0.3984 1.8781 -1.50 -0.87 0.57 0.175
C 6.5472 1.3974 4.6284 -1.70 -0.24 -0.98 0.800
H -6.8617 -0.7131 -3.1308 0.26 0.21 -0.29 0.391
H 4.7185 2.0266 0.0528 0.08 -0.08 -0.09 0.407
H 6.0726 1.9933 2.0633 -0.33 -0.25 0.32 0.345
H -2.5901 1.1809 -0.1223 -0.20 -0.23 -0.16 0.371
H -2.5602 -2.8967 -1.5766 0.00 0.50 0.28 0.399
H -5.4236 -1.3244 -1.2613 0.24 0.13 0.01 0.455
H -5.9018 0.6203 -5.0487 0.20 -0.16 0.14 0.354
H -1.2277 0.4787 1.8132 -0.21 0.43 0.15 0.632
H -1.2511 -3.5669 0.3634 0.10 0.00 0.29 0.380
H 2.9645 -0.2143 4.1448 -0.21 0.36 -0.79 0.464
H -0.5595 0.0611 -2.0181 0.18 0.24 -0.59 0.145
H 0.2441 0.9415 -3.3379 -0.79 -0.51 0.63 0.234
H -3.3330 1.5669 -6.0866 0.58 -0.32 0.92 0.188
H -0.5595 -2.9822 2.5977 0.29 0.86 0.05 0.373
H 0.7734 -0.1111 1.0708 -0.16 0.10 -0.08 -0.125
```
Positions in Å, forces in eV/Å.

Calculated values
Total charge: 0
Orbital gap in eV: 7.86
SMILES string: Nc1n[nH]c2cccc(-c3ccc(NC(=S)Nc4cc(OC(F)(F)F)ccc4Br)cc3)c12
Highest occupied orbital energy in eV: -7.628
Spin multiplicity: 1
LUMO in eV: 0.230
E in a.u.: -4430.0943

---

Computed, not measured: a structure of composition C22H42Cl3IrN2O4Si, with the ωB97M-V functional and the def2-TZVPD basis.

Structure (XYZ):
```
75
Properties=species:S:1:pos:R:3:forces:R:3:mulliken_charge:R:1
C 2.7787 -2.5339 -1.8822 0.04 -0.37 0.12 -1.650
C 2.3291 -1.6740 -3.0320 -0.15 -0.07 -1.13 0.385
H 2.1597 -3.4495 -1.8588 0.31 0.27 0.13 0.289
H 2.7211 -2.0793 -0.8745 0.07 -0.02 -0.76 0.237
H 3.8169 -2.8424 -2.1036 -0.32 -0.01 0.35 0.436
C 2.2041 -2.2114 -4.2684 0.31 1.15 2.55 0.020
C 2.3319 -3.6446 -4.5391 0.06 -0.77 -0.77 -1.547
H 1.9705 -1.5715 -5.0785 -0.27 0.49 -0.68 0.601
H 1.7309 -4.2837 -3.8887 0.01 0.13 0.14 0.318
H 3.3589 -4.0120 -4.4941 0.07 -0.03 -0.03 0.317
H 1.9594 -3.7725 -5.5508 0.12 -0.54 -0.21 0.411
Ir 0.5179 0.9338 0.8570 2.77 -2.74 3.35 2.016
Cl 1.8118 0.3610 2.8124 0.22 -0.66 0.67 -0.448
Cl 2.6186 1.4856 0.1957 0.87 0.73 -1.43 -0.453
C 0.4534 3.5884 1.7940 -1.49 -0.37 0.53 -0.138
O 0.0996 2.4245 2.1703 -0.35 3.54 0.49 -0.903
N -0.4504 4.5561 1.6507 0.77 -0.24 -0.39 0.285
C -1.9044 4.3479 1.7524 0.38 -0.01 0.13 -0.801
C 0.0132 5.8491 1.1767 0.57 0.60 -0.26 -0.947
H 1.5172 3.8100 1.5542 -0.63 0.00 0.22 0.509
H -2.1335 3.8604 2.6979 -0.08 -0.11 -0.10 0.312
H -2.2899 3.7665 0.9078 0.17 0.01 0.19 0.234
H -2.3576 5.3397 1.7256 -0.05 -0.23 0.09 0.344
H 0.9130 6.1357 1.7339 -0.24 0.05 -0.13 0.376
H -0.7634 6.5947 1.3503 0.20 -0.07 0.03 0.306
H 0.2693 5.8562 0.1022 -0.26 -0.16 0.37 0.330
H -0.2828 -4.7195 3.9312 -0.29 0.03 -0.27 0.284
H -1.0341 -3.4192 1.1549 -0.25 -0.41 -0.03 -0.016
C -1.3494 -4.9310 3.7344 0.34 0.13 0.36 -0.905
C -1.8656 -4.0459 1.4843 0.19 -0.03 -0.18 -0.636
N -2.0060 -3.9335 2.9166 -0.04 -0.26 0.00 0.199
H -1.8418 -4.9760 4.7100 0.02 -0.17 -0.15 0.352
C -2.7628 -2.9375 3.4166 0.08 0.05 -0.41 0.098
O -3.4573 -2.2140 2.7169 0.27 0.09 0.52 -0.617
H -2.7661 -3.6992 0.9801 -0.04 -0.10 0.08 0.327
H -2.6296 -2.8372 4.5066 -0.43 0.09 0.03 0.287
H -1.4099 -5.9044 3.2231 -0.09 0.28 0.36 0.306
H -1.6634 -5.0886 1.2464 -0.06 0.00 -0.20 0.363
O 0.7637 -0.4491 -1.9118 -1.68 0.06 1.42 0.471
C 1.9008 -0.2514 -2.6840 0.27 -0.62 -0.16 0.074
C 0.3234 0.2252 -4.5237 -0.05 0.17 -0.49 -0.249
C 1.4379 0.6312 -3.7873 -0.06 0.55 0.10 0.268
H -0.0850 -0.7930 -4.3485 0.22 0.98 -0.22 0.573
C -0.2064 1.1014 -5.4757 0.44 -0.40 0.06 -0.935
H 2.7033 0.2393 -2.1171 -0.14 -0.01 0.04 0.355
C 1.9294 1.9357 -3.8615 -0.17 -0.82 -0.60 -0.441
H -1.0283 0.7339 -6.0907 0.12 0.37 0.05 0.389
C 0.3826 2.3629 -5.6807 -0.36 -0.42 0.27 -0.552
C 1.4132 2.7845 -4.8356 0.03 0.33 -0.37 -0.642
H 2.7425 2.1964 -3.1843 -0.18 0.24 -0.25 0.407
H -0.0005 2.9875 -6.4929 0.22 -0.05 0.42 0.390
H 1.8466 3.7750 -4.9643 -0.15 -0.13 0.01 0.404
Si -0.5004 -0.0545 -0.8394 0.01 -0.50 -4.81 0.991
Cl 0.2399 -1.8110 0.2880 0.11 -0.21 0.65 -0.504
C -2.0888 -0.5312 -1.7088 -0.23 -0.44 0.22 -1.464
C -0.5333 1.9807 -1.1125 0.20 0.26 -0.65 -1.533
C -1.5038 0.3753 1.0736 -1.33 -0.30 0.96 -1.780
H -2.1113 -0.1045 -2.7139 0.20 -0.04 0.01 0.385
H -2.9991 -0.1931 -1.1941 0.31 -0.03 -0.07 0.462
H -2.1515 -1.6273 -1.7904 0.02 0.26 -0.05 0.314
H -2.1311 -0.4999 0.7967 0.25 0.86 -0.14 0.266
H -1.9820 1.3668 1.0240 -0.41 -0.80 0.19 0.438
H -1.3057 0.0680 2.1216 -0.07 0.28 -0.32 0.335
H -0.4154 2.1741 -2.1879 0.10 -0.35 0.07 0.341
H 0.3530 2.4641 -0.6505 -0.55 0.69 -0.75 0.507
H -1.4505 2.4738 -0.7827 0.10 -0.08 0.13 0.135
C 0.7342 0.0950 6.1781 -0.11 -0.06 -0.03 -1.057
C -0.0901 -0.6493 5.1424 0.39 -0.75 -0.40 -0.002
O -1.0846 0.1689 4.5103 0.94 0.04 -1.13 -0.593
H 1.5830 0.5377 5.6713 0.16 0.38 0.07 0.183
H 1.1171 -0.6079 6.9117 0.11 -0.10 0.17 0.398
H 0.1655 0.8648 6.7032 -0.06 -0.07 -0.09 0.266
H 0.6256 -0.9625 4.3353 -0.80 -0.28 0.96 0.102
H -0.5606 -1.5532 5.5974 0.01 0.67 -0.40 0.333
H -0.6403 0.4171 3.6532 -0.66 0.01 1.54 0.084
```
Positions in Å, forces in eV/Å.

Calculated values
Total charge: 0
Orbital gap (alpha / beta) in eV: 7.38 / 5.71
Highest occupied orbital energy (alpha / beta) in eV: -7.344 / -8.413
ΔE to the lowest compared entry with this formula, charge and spin in kcal per mole: 47.6
Spin multiplicity: 5
Expectation value of S²: 6.014
LUMO (alpha / beta) in eV: 0.040 / -2.699
E in a.u.: -3048.1810